No. 1
{
  "formula": "C44H72BrIN4O12PS3",
  "method": "ωB97M-V/def2-TZVPD",
  "charge": 1,
  "e_homo_ha": -0.3928,
  "lumo_energy_ev": -4.4,
  "homo_lumo_gap_ha": 0.23173,
  "elements": ["O", "C", "O", "C", "C", "C", "O", "C", "O", "C", "C", "C", "C", "C", "C", "S", "C", "N", "N", "C", "O", "C", "N", "P", "O", "Br", "C", "I", "C", "C", "C", "C", "S", "C", "S", "N", "C", "C", "O", "C", "C", "H", "H", "H", "H", "H", "H", "H", "H", "H", "H", "H", "H", "H", "H", "H", "H", "H", "H", "H", "H", "H", "H", "H", "H", "H", "H", "H", "H", "H", "H", "H", "H", "C", "C", "C", "O", "C", "H", "H", "H", "H", "H", "H", "H", "H", "C", "C", "C", "O", "C", "H", "H", "H", "H", "H", "H", "H", "H", "C", "C", "C", "O", "C", "H", "H", "H", "H", "H", "H", "H", "H", "C", "C", "C", "O", "C", "H", "H", "H", "H", "H", "H", "H", "H", "C", "C", "C", "O", "C", "H", "H", "H", "H", "H", "H", "H", "H"],
  "xyz": [[-5.169, 2.668, -3.081], [-4.305, 2.564, -3.925], [-4.691, 2.584, -5.250], [-2.785, 2.455, -3.532], [-1.874, 2.468, -4.823], [-0.368, 2.038, -4.520], [-0.010, 0.787, -5.154], [0.457, -0.158, -4.252], [1.532, -0.646, -4.439], [-0.482, -0.534, -3.053], [-1.858, -1.058, -3.363], [-2.221, -1.217, -4.870], [-3.609, -1.908, -5.147], [-3.820, -1.863, -6.734], [-2.854, -2.835, -7.516], [-1.283, -2.070, -8.109], [-1.596, -0.406, -8.724], [-0.493, 0.329, -9.001], [-0.928, 1.547, -9.470], [-2.260, 1.476, -9.467], [-2.770, 0.270, -8.989], [-2.709, -1.397, -2.251], [-2.328, -1.225, -0.910], [-3.410, -1.651, 0.476], [-2.632, -2.838, 1.385], [-5.230, -2.733, -0.321], [-1.068, -0.718, -0.611], [-0.405, -0.372, 1.428], [-0.079, -0.370, -1.658], [1.359, 0.158, -1.365], [2.456, -0.995, -1.273], [1.930, -2.428, -1.701], [1.081, -3.267, -0.310], [-0.075, -4.512, -0.991], [-0.078, -4.766, -2.627], [-0.876, -5.179, -0.015], [-0.189, -6.334, 0.611], [-0.454, -7.715, -0.087], [-1.883, -7.963, 0.023], [-2.469, -7.018, -0.879], [-2.237, -5.507, -0.498], [-5.656, 2.426, -5.290], [-2.598, 3.341, -2.861], [-2.635, 1.544, -2.892], [-2.332, 1.831, -5.626], [-1.857, 3.530, -5.199], [-0.139, 2.091, -3.423], [0.269, 2.830, -5.011], [-2.253, -0.193, -5.314], [-1.429, -1.878, -5.322], [-3.659, -2.980, -4.810], [-4.484, -1.339, -4.718], [-4.870, -2.216, -6.944], [-3.714, -0.782, -7.014], [-3.338, -3.335, -8.395], [-2.550, -3.663, -6.810], [-2.830, 2.350, -9.842], [-3.723, -1.807, -2.491], [-2.360, -2.399, 2.217], [1.672, 0.822, -2.224], [1.364, 0.840, -0.467], [3.342, -0.790, -1.938], [2.813, -1.003, -0.200], [1.350, -2.421, -2.661], [2.857, -3.037, -1.920], [0.926, -6.152, 0.579], [-0.501, -6.413, 1.684], [0.097, -8.524, 0.469], [-0.176, -7.742, -1.180], [-3.586, -7.193, -0.854], [-2.152, -7.247, -1.936], [-2.571, -4.894, -1.378], [-2.952, -5.264, 0.340], [3.060, 0.645, 5.364], [3.020, -0.858, 5.572], [1.794, -1.256, 4.770], [1.685, -0.318, 3.688], [2.587, 0.778, 3.929], [4.042, 1.085, 5.530], [2.351, 1.131, 6.038], [3.914, -1.316, 5.139], [2.958, -1.155, 6.618], [0.883, -1.180, 5.373], [1.864, -2.270, 4.371], [3.421, 0.686, 3.225], [2.076, 1.724, 3.740], [2.765, 6.158, 2.566], [1.508, 5.413, 2.975], [1.436, 4.321, 1.923], [2.784, 4.020, 1.543], [3.654, 5.029, 2.077], [3.216, 6.735, 3.374], [2.540, 6.841, 1.742], [1.645, 4.969, 3.966], [0.615, 6.037, 3.003], [0.904, 4.665, 1.029], [0.949, 3.415, 2.291], [4.220, 4.583, 2.902], [4.358, 5.351, 1.308], [-4.591, -0.756, -11.638], [-5.637, -0.716, -12.736], [-6.860, -1.267, -12.025], [-6.737, -0.895, -10.645], [-5.413, -0.404, -10.410], [-3.756, -0.074, -11.801], [-4.191, -1.770, -11.542], [-5.816, 0.320, -13.040], [-5.366, -1.289, -13.623], [-6.892, -2.360, -12.077], [-7.794, -0.872, -12.429], [-5.477, 0.682, -10.273], [-5.015, -0.847, -9.496], [2.630, 3.033, 10.160], [2.653, 4.273, 9.286], [3.573, 3.843, 8.157], [3.410, 2.426, 8.006], [2.674, 1.921, 9.130], [1.760, 2.973, 10.815], [3.529, 3.001, 10.783], [1.649, 4.471, 8.897], [3.001, 5.168, 9.801], [4.622, 4.036, 8.404], [3.340, 4.341, 7.214], [1.667, 1.662, 8.783], [3.155, 1.018, 9.508], [6.621, 2.581, 13.964], [6.588, 1.080, 14.173], [5.363, 0.679, 13.370], [5.253, 1.614, 12.288], [6.148, 2.709, 12.528], [7.603, 3.026, 14.130], [5.908, 3.066, 14.638], [7.484, 0.625, 13.741], [6.526, 0.782, 15.220], [4.451, 0.752, 13.972], [5.437, -0.335, 12.971], [6.983, 2.621, 11.825], [5.632, 3.653, 12.338]],
  "forces_ev_per_a": [[0.91, -0.35, -0.27], [-1.22, 0.24, 0.80], [1.22, -0.61, 0.54], [-0.49, 0.33, -1.18], [0.38, 0.18, 0.83], [-0.82, 1.91, -0.84], [-0.03, -0.49, 1.92], [0.18, 0.56, -0.48], [-0.76, -0.36, 0.57], [-2.09, -0.47, 1.57], [1.42, 0.50, 1.69], [-1.01, -0.86, 1.31], [0.03, 0.31, -1.26], [-0.40, -0.58, 0.80], [-0.61, 0.25, 0.08], [-0.46, 0.57, -0.15], [2.15, 1.10, -0.31], [-2.37, -1.71, 0.84], [-3.27, -1.04, 0.15], [2.29, 0.99, -0.25], [1.87, 0.66, -0.39], [1.21, 0.40, -1.64], [2.02, -0.50, -2.27], [-0.64, 0.06, 2.74], [-0.81, 1.16, -1.61], [1.25, 0.11, -0.17], [0.78, 0.27, -1.10], [-0.33, -0.14, -1.03], [-1.32, -0.29, -1.07], [-0.03, 0.42, -0.50], [-0.51, -0.43, 0.60], [1.50, -0.30, -0.58], [-1.00, -0.58, 0.03], [0.74, 0.32, -0.52], [-0.47, 0.17, 0.75], [0.62, 0.48, -1.73], [1.34, -0.68, 0.39], [-0.42, 0.17, 0.60], [0.99, 0.95, -0.89], [-1.36, -0.01, -0.44], [-1.25, -0.79, 0.43], [0.47, 0.38, 0.35], [-0.11, -0.87, -0.76], [-0.36, 0.71, -0.73], [0.61, 0.60, 0.72], [-0.04, -1.14, 0.21], [-0.24, -0.42, -0.88], [-0.37, -1.04, 0.53], [0.34, -1.03, 0.16], [-0.58, 1.04, 0.24], [0.16, 1.02, -0.10], [0.98, -0.51, -0.14], [0.99, 0.58, 0.14], [-0.20, -1.11, -0.15], [0.24, 0.65, 0.87], [0.01, 0.86, -0.81], [-0.27, -1.29, 0.59], [1.09, 0.38, 0.73], [-0.06, -0.24, -0.43], [-0.58, -0.70, 0.82], [-0.01, -0.95, -0.84], [-1.05, 0.06, 0.70], [-0.20, -0.23, -1.18], [0.29, -0.01, 1.12], [-1.05, 0.54, 0.15], [-1.16, 0.00, 0.16], [0.18, 0.01, -0.94], [-0.62, 0.82, -0.54], [-0.03, 0.17, 1.06], [1.16, 0.19, 0.06], [0.01, 0.33, 0.92], [0.70, -0.41, 0.82], [0.79, -0.26, -0.65], [-0.25, 0.18, 0.11], [0.26, -0.18, -0.10], [-0.28, -0.15, 0.13], [-0.12, 0.01, 0.01], [0.26, 0.11, -0.24], [-0.09, 0.01, 0.02], [0.14, 0.04, -0.01], [-0.05, -0.03, 0.05], [-0.03, 0.02, -0.05], [0.03, -0.06, 0.06], [-0.05, 0.07, -0.11], [-0.01, 0.08, 0.00], [-0.05, -0.08, -0.07], [0.03, 0.26, -0.20], [-0.11, -0.09, 0.31], [0.00, -0.04, -0.28], [-0.14, 0.13, 0.13], [0.21, -0.17, 0.11], [0.00, -0.05, -0.04], [0.04, -0.01, 0.05], [-0.04, 0.01, -0.03], [0.03, -0.04, -0.02], [-0.11, 0.01, 0.05], [0.05, -0.05, -0.05], [0.05, 0.08, 0.00], [-0.05, -0.11, -0.03], [0.26, -0.21, 0.08], [-0.08, 0.24, -0.21], [-0.15, -0.24, 0.06], [0.26, 0.04, -0.14], [-0.25, 0.11, 0.09], [-0.03, -0.02, 0.00], [0.03, 0.06, 0.01], [0.00, -0.06, -0.02], [-0.03, 0.01, 0.05], [-0.02, 0.01, -0.09], [0.00, -0.01, 0.12], [0.12, 0.02, 0.05], [-0.13, 0.00, 0.01], [0.23, -0.02, 0.32], [-0.30, 0.18, -0.13], [0.29, -0.06, -0.05], [-0.11, 0.19, 0.21], [-0.13, -0.18, -0.16], [0.03, -0.02, -0.04], [-0.08, -0.10, 0.00], [0.05, 0.05, 0.00], [0.01, -0.04, -0.04], [-0.02, 0.10, -0.01], [0.03, -0.10, -0.03], [-0.04, -0.04, 0.08], [0.06, 0.04, -0.08], [-0.12, 0.27, 0.21], [0.25, -0.24, -0.03], [-0.30, -0.03, 0.00], [0.16, 0.06, 0.20], [0.09, -0.06, -0.29], [-0.04, -0.02, -0.03], [0.05, 0.01, -0.03], [-0.04, -0.01, 0.04], [-0.03, 0.01, -0.05], [0.03, -0.08, 0.05], [-0.05, 0.07, -0.08], [0.03, 0.10, 0.03], [-0.06, -0.07, -0.05]],
  "mulliken_charge": [-0.58, 0.28, -0.42, 0.13, -0.38, -0.15, -0.33, -0.40, -0.49, 0.84, -0.02, 0.50, -1.21, -0.46, -0.77, -0.17, 0.40, -0.28, -0.48, -0.09, 0.06, -0.45, 0.71, 0.23, -0.44, -0.21, -0.23, 0.32, 0.46, -1.05, -0.77, -0.59, -0.04, -0.05, -0.15, 0.18, -0.59, -0.46, -0.41, -0.65, -0.21, 0.35, 0.47, -0.22, -0.18, 0.61, 0.01, 0.49, -0.42, 0.26, 0.34, 0.45, 0.38, 0.23, 0.45, 0.38, 0.41, 0.37, 0.34, 0.17, 0.60, 0.45, 0.19, 0.21, 0.56, 0.37, 0.33, 0.32, 0.29, 0.35, 0.32, 0.16, 0.23, -0.09, -0.71, -0.47, -0.15, -0.30, 0.36, 0.01, 0.28, 0.33, 0.30, 0.31, 0.20, 0.00, -0.53, -0.44, -0.25, -0.35, -0.43, 0.34, 0.27, 0.10, 0.37, 0.30, 0.14, 0.24, 0.25, -0.40, -0.61, -0.51, -0.44, 0.36, 0.30, 0.26, 0.27, 0.36, 0.28, 0.30, 0.17, -0.31, 0.04, -0.61, -0.35, -0.36, -0.53, 0.39, -0.27, 0.27, 0.36, 0.26, 0.21, 0.27, 0.36, -0.59, -0.54, -0.46, -0.35, -0.34, 0.34, 0.28, 0.26, 0.33, 0.28, 0.26, 0.26, 0.26]
}

No. 2
{
  "formula": "C3H14N2O3",
  "method": "ωB97M-V/def2-TZVPD",
  "smiles": "NCNCCO.O.O",
  "e_homo_ha": -0.2991,
  "lumo_energy_ev": 0.4,
  "homo_lumo_gap_ha": 0.31540,
  "relative_energy_ev": 2.4196,
  "elements": ["N", "C", "N", "C", "C", "O", "H", "H", "H", "H", "H", "H", "H", "H", "H", "H", "O", "H", "H", "O", "H", "H"],
  "xyz": [[-1.001, -2.004, -0.221], [-2.016, -0.907, -0.212], [-1.452, 0.440, -0.358], [-1.145, 1.221, 0.781], [0.405, 1.280, 0.981], [0.627, -0.033, 1.687], [-0.312, -1.989, 0.550], [-0.742, -2.371, -1.106], [-2.748, -1.102, -1.020], [-2.469, -1.024, 0.902], [-0.907, 0.621, -1.145], [-1.793, 2.113, 0.839], [-1.581, 0.832, 1.691], [1.045, 1.294, 0.069], [0.645, 2.035, 1.790], [1.605, -0.180, 1.928], [0.943, 0.924, -2.188], [1.821, 1.270, -1.786], [0.842, 0.045, -1.859], [2.666, -0.655, -0.251], [1.669, -0.524, -0.267], [2.738, -1.528, 0.182]],
  "forces_ev_per_a": [[-0.83, 0.63, 1.07], [1.22, -0.63, 2.19], [-2.55, -1.55, 1.18], [0.53, 0.62, 0.13], [-0.59, -0.59, 2.88], [1.92, 0.23, -0.18], [-0.67, 0.15, -1.14], [0.46, -0.17, -0.42], [0.29, -0.05, 0.68], [0.50, 0.73, -2.85], [0.68, 0.26, -1.32], [1.23, 0.94, -0.76], [0.40, -1.19, 0.30], [-0.89, 0.58, 0.89], [0.09, -0.34, -1.42], [-2.14, 0.80, -0.74], [2.20, 2.08, 0.41], [-2.15, -1.10, -1.19], [0.15, -1.08, 0.14], [-1.70, -0.49, 0.19], [1.72, -0.39, 0.36], [0.12, 0.56, -0.38]],
  "nbo_charge": [-0.92, -0.04, -0.68, -0.25, -0.08, -0.79, 0.39, 0.36, 0.19, 0.18, 0.38, 0.20, 0.21, 0.18, 0.18, 0.48, -0.93, 0.49, 0.46, -0.96, 0.47, 0.48]
}

No. 3
{
  "formula": "C17H12FeN3O5",
  "method": "ωB97M-V/def2-TZVPD",
  "e_homo_ha": [-0.2260, -0.3198],
  "spin_multiplicity": 6,
  "lumo_energy_ev": [-1.0, -2.4],
  "homo_lumo_gap_ha": [0.18827, 0.23271],
  "relative_energy_ev": 0.0000,
  "elements": ["C", "N", "N", "C", "C", "C", "C", "N", "O", "O", "C", "C", "H", "H", "H", "H", "H", "O", "C", "Fe", "C", "O", "C", "O", "C", "C", "C", "C", "C", "C", "C", "H", "H", "H", "H", "H", "H", "H"],
  "xyz": [[0.535, -0.759, -0.435], [1.995, -1.820, -0.455], [2.928, -2.152, 0.065], [-0.233, -1.162, -1.716], [-1.648, -1.209, -1.669], [-2.410, -1.600, -2.775], [-1.760, -1.980, -3.959], [-2.529, -2.294, -5.122], [-1.932, -2.597, -6.180], [-3.780, -2.257, -5.043], [-0.357, -1.981, -4.029], [0.395, -1.594, -2.916], [-0.001, -1.218, 0.419], [-2.150, -1.053, -0.708], [-3.499, -1.618, -2.741], [0.124, -2.306, -4.947], [1.481, -1.750, -2.960], [-0.031, 1.845, 5.890], [0.237, 1.748, 4.766], [0.729, 1.146, 3.191], [2.024, 0.177, 3.923], [2.654, -0.607, 4.501], [-0.413, -0.176, 3.235], [-1.040, -1.116, 3.531], [0.953, 0.648, -0.126], [-0.273, 1.479, -0.085], [-0.893, 1.949, 1.016], [-0.365, 2.565, 2.192], [0.995, 2.970, 2.251], [1.968, 2.106, 1.778], [1.709, 0.828, 1.225], [1.649, 0.996, -0.909], [-0.790, 1.512, -1.058], [-1.995, 1.919, 0.954], [-1.099, 3.064, 2.817], [1.290, 3.862, 2.783], [3.006, 2.358, 1.988], [2.526, 0.077, 1.304]],
  "forces_ev_per_a": [[-1.74, -0.78, 0.60], [0.50, -1.77, -2.29], [-0.07, 0.90, 1.26], [0.38, -0.08, -0.08], [0.41, -0.44, 0.01], [0.30, 0.00, -0.14], [1.14, 0.90, 1.37], [-1.86, -0.90, -2.69], [-0.92, 0.62, 2.14], [2.40, 0.00, 0.07], [-0.48, -0.02, 0.28], [-0.12, -0.05, 0.48], [0.33, 0.35, -0.26], [0.14, 0.26, -0.44], [0.34, -0.03, 0.05], [-0.08, 0.06, 0.21], [-0.50, 0.45, 0.06], [0.55, -0.21, -2.01], [-2.10, 1.59, 5.54], [1.28, 0.14, -1.15], [4.16, -4.13, 2.87], [-1.46, 1.78, -1.39], [-3.80, -5.40, 1.22], [1.48, 2.37, -0.89], [0.98, 0.96, 0.89], [0.50, -0.72, -2.54], [-1.38, 1.01, 2.63], [-2.44, 2.24, -3.06], [0.65, 0.56, -0.48], [1.02, 0.88, -0.86], [0.66, -1.67, -2.22], [-0.28, -0.07, -0.15], [-0.14, 0.03, 0.63], [0.44, 0.29, 0.19], [0.15, -0.02, -0.11], [-0.08, 0.04, 0.13], [-0.04, 0.00, 0.22], [-0.33, 0.85, -0.08]],
  "mulliken_charge": [-0.01, 0.32, -0.70, 0.10, -0.22, -0.53, -0.16, 0.91, -0.58, -0.58, -0.55, -0.32, 0.34, 0.36, 0.46, 0.46, 0.37, -0.35, 0.30, 0.35, 0.38, -0.32, 0.23, -0.38, 0.70, -0.93, -0.34, -0.45, -0.75, -0.85, -0.60, 0.41, 0.53, 0.33, 0.67, 0.44, 0.41, 0.54]
}

Number 1: energy -7248.87972 a.u.. Number 2: energy -457.85019 a.u.. Number 3: energy -2458.77195 a.u..